# 1
Below is a structure of composition C26H46CoN6PS4, with properties calculated with ωB97M-V/def2-TZVPD.

Geometry as XYZ:
```
84
Properties=species:S:1:pos:R:3:lowdin_spin:R:1
Co -0.52986 1.16333 1.74679 0.986
C 1.96090 1.58702 3.16490 0.005
N 0.70271 0.82536 3.35592 -0.013
C 1.07037 -0.56706 3.68699 0.000
C -0.05420 1.34725 4.51488 -0.001
C -0.50613 2.74983 4.22454 0.000
N -1.28488 2.76702 2.96091 0.003
C -1.10333 4.10066 2.34485 0.004
C -2.71382 2.58047 3.29876 0.001
H 2.47593 1.70344 4.12335 0.000
H 1.76450 2.56790 2.73501 0.002
H 2.59318 1.04582 2.46746 0.000
H 1.74826 -0.56474 4.54627 -0.001
H 1.56711 -1.02615 2.83782 0.000
H 0.17157 -1.12374 3.93026 0.000
H 0.56670 1.31508 5.41670 -0.001
H -0.90759 0.68463 4.67060 0.000
H 0.35479 3.40683 4.11276 0.000
H -1.10663 3.14916 5.04599 0.000
H -1.36456 4.88089 3.06659 0.000
H -1.73484 4.19578 1.46850 0.000
H -0.06370 4.22588 2.04229 0.001
H -3.05688 3.40830 3.92709 0.000
H -2.84617 1.64234 3.83465 0.000
H -3.31160 2.54472 2.39334 0.000
S 1.92950 2.33887 -1.71568 0.000
P 2.02647 0.46196 -1.13040 0.000
S 0.98838 -0.10584 0.52459 -0.020
C 3.75194 -0.03113 -0.81815 0.001
C 4.11127 -0.91677 0.19273 -0.001
C 5.43609 -1.30265 0.34308 0.000
C 6.40601 -0.81040 -0.51682 0.000
C 6.05164 0.07241 -1.52788 0.000
C 4.73082 0.46260 -1.67884 0.000
C 1.52505 -0.73024 -2.42339 -0.001
C 1.28574 -0.32181 -3.72587 0.000
C 0.90237 -1.24528 -4.69315 0.000
C 0.78053 -2.58533 -4.36406 0.000
C 1.05656 -3.00709 -3.06684 0.000
C 1.42274 -2.08490 -2.10114 -0.001
H 3.35568 -1.29985 0.86647 0.000
H 5.70992 -1.98809 1.13470 0.000
H 7.43864 -1.11090 -0.39764 0.000
H 6.80673 0.46336 -2.19689 0.000
H 4.45733 1.16602 -2.45520 0.000
H 1.42536 0.71995 -3.97987 0.000
H 0.72001 -0.91771 -5.70871 0.000
H 0.49505 -3.30653 -5.11875 0.000
H 0.99726 -4.05914 -2.81596 0.000
H 1.63896 -2.41353 -1.09084 -0.001
C -3.21253 -2.77448 -1.96764 0.000
C -2.34119 -1.56284 -1.66046 0.001
N -2.47413 -1.08374 -0.29048 0.005
C -1.87148 -1.58449 0.78789 0.013
S -2.06593 -0.72704 2.27286 0.029
N -1.15298 -2.69526 0.65195 0.005
C -0.44713 -3.42314 1.69502 0.000
C -0.89598 -4.87306 1.75020 0.000
H -3.05673 -3.09421 -2.99800 0.000
H -4.26675 -2.53274 -1.83696 0.000
H -2.98483 -3.61780 -1.31447 0.000
H -2.62442 -0.72881 -2.30325 0.000
H -1.28665 -1.75904 -1.87451 0.000
H -2.93344 -0.20035 -0.12372 0.000
H -1.05626 -3.06767 -0.28066 0.000
H -0.64995 -2.91479 2.63121 0.000
H 0.62663 -3.35154 1.49861 0.000
H -1.95946 -4.93875 1.97959 0.000
H -0.34345 -5.40835 2.52179 0.000
H -0.71550 -5.38230 0.80131 0.000
C -4.02088 2.17659 -3.34987 0.000
N -3.47979 1.80318 -2.04398 -0.001
C -2.22924 1.95328 -1.55743 -0.001
S -2.16289 1.95832 0.16570 -0.016
N -1.16231 2.09597 -2.31137 0.000
C -1.06334 2.19520 -3.76089 0.000
H -5.07515 1.91295 -3.34237 0.000
H -3.54888 1.62480 -4.15596 0.000
H -3.93668 3.24727 -3.53806 0.000
H -4.15773 1.77787 -1.29829 -0.001
H -0.27333 2.23387 -1.81763 0.000
H -1.28713 1.24476 -4.24553 0.000
H -0.03253 2.45907 -3.97562 0.000
H -1.69987 2.97930 -4.16167 0.000
```

The calculation puts the HOMO-LUMO gap (alpha / beta) at 7.925 / 8.796 eV. The value obtained for the HOMO energy (alpha / beta) is -10.632 / -10.597 eV. As for the energy relative to the best compared isomer or geometry (same formula, charge and spin): 0.0 kcal per mole. The charge is +1. Its spin multiplicity is 2. For the total energy, the calculation gives -4663.65796 a.u.


# 2
Below is a structure of composition C26H46HfO2P2 at a distorted geometry, with properties calculated with ωB97M-V/def2-TZVPD.

Geometry as XYZ:
```
77
Properties=species:S:1:pos:R:3:mulliken_charge:R:1
Hf -0.11533 -0.04226 1.54097 1.131
C 0.95242 0.05499 4.44165 0.630
C 1.65847 0.43311 3.24562 0.443
C -0.10967 1.90062 3.57334 0.512
C -0.09756 0.97294 4.64015 0.796
C 1.03635 1.63788 2.71813 1.298
C 1.29351 -1.06236 5.35602 -2.155
H 2.10309 -1.67679 4.94315 0.376
H 0.43102 -1.72473 5.51385 0.425
H 1.61088 -0.71393 6.35330 0.439
C -1.03196 1.00241 5.79058 -1.534
H -0.73290 0.26782 6.54896 0.439
H -2.06796 0.78785 5.48931 0.104
H -1.02212 1.98562 6.27418 0.341
C -0.99873 3.07140 3.45483 -1.538
H -0.94660 3.70018 4.35403 0.414
H -2.04434 2.76431 3.32801 0.261
H -0.72547 3.70432 2.60187 0.342
C 1.78404 2.69620 1.96468 -1.570
H 2.27407 3.40324 2.66143 0.370
H 1.13221 3.29619 1.30877 0.456
H 2.58045 2.26693 1.33416 0.347
C 3.04187 0.00430 2.91407 -1.558
H 3.78865 0.52830 3.53321 0.375
H 3.28954 0.20527 1.86793 0.243
H 3.17393 -1.07027 3.07096 0.470
C 0.19467 -2.32864 0.78407 -0.392
C 1.50952 -2.16402 1.20418 -0.660
C 2.62377 -2.02879 0.21238 -0.897
C 2.45064 -0.96324 -0.90841 -1.091
C 1.61613 0.22504 -0.54226 -0.489
C 0.26124 0.39549 -0.76967 -0.647
C -0.77528 -0.69824 -0.88117 -0.299
C -0.27050 -2.12891 -0.65886 -0.128
H 2.75595 -3.01169 -0.27787 0.438
H 2.11841 -1.46636 -1.83039 0.207
H 3.58274 -1.81232 0.72534 0.459
H 0.48282 -2.39363 -1.40212 -0.398
H -0.51343 -2.91408 1.40332 0.562
H 1.80417 -2.56423 2.18649 0.582
H -1.09817 -2.82688 -0.88404 0.805
H -1.63980 -0.52896 -0.18094 0.051
H -0.08952 1.40323 -1.02841 1.093
H -1.31810 -0.62037 -1.85605 0.045
H 3.45304 -0.58865 -1.16979 0.581
H 2.17570 1.14863 -0.37974 0.640
P -0.76274 -1.56853 -3.94152 1.076
P -0.69737 1.47978 -3.83903 0.598
C -0.58462 -0.69698 -5.60987 -1.128
C -1.17279 0.71042 -5.51737 -1.034
H -1.09227 -1.32383 -6.36691 0.567
H 0.48382 -0.65993 -5.87627 0.412
H -0.79598 1.36788 -6.32203 0.576
H -2.27308 0.69859 -5.56355 0.417
C -1.40757 3.15226 -4.16325 -1.195
H -0.98028 3.85331 -3.42250 0.380
H -2.49279 3.10231 -3.97914 0.360
H -1.20844 3.48714 -5.18753 0.389
C 1.07143 1.82925 -4.26155 -1.200
H 1.20761 1.99905 -5.34021 0.407
H 1.69223 0.98393 -3.93908 0.247
H 1.38420 2.71739 -3.69163 0.396
C -2.46052 -2.22659 -4.24219 -1.591
H -2.73661 -2.95436 -3.46437 0.387
H -2.50476 -2.71203 -5.23045 0.457
H -3.18099 -1.39880 -4.21653 0.366
C 0.24671 -3.06608 -4.21395 -1.423
H 1.08990 -2.84611 -4.88571 0.408
H -0.37697 -3.86362 -4.64500 0.432
H 0.66362 -3.41472 -3.25814 0.353
C -3.87345 -0.20472 2.92142 -1.134
C -2.51475 -0.11574 2.32077 0.681
O -1.62339 -1.01376 2.63225 -0.746
O -2.12754 0.83246 1.53557 -0.708
H -4.18897 -1.25476 2.84777 0.401
H -4.57516 0.44867 2.38484 0.358
H -3.79038 0.13116 3.96598 0.172
```

The calculation puts the HOMO-LUMO gap at 5.220 eV. The value obtained for the HOMO energy is -12.795 eV. As for the energy relative to the best compared isomer or geometry (same formula, charge and spin): 0.0 kcal per mole. The charge is +2. For the total energy, the calculation gives -1898.95829 a.u.


# 3
Below is a cluster of 4 separate species, C26H46IN4O7S in total at a distorted geometry, with properties calculated with ωB97M-V/def2-TZVPD.

Geometry as XYZ:
```
85
Properties=species:S:1:pos:R:3:mulliken_charge:R:1
C 0.18272 -0.06074 -7.49996 -1.512
C 0.11257 -0.79676 -6.13643 0.578
N 1.07733 -0.24630 -5.18084 -0.446
C 0.75760 -0.52035 -3.77842 2.460
C 0.21549 -2.00074 -3.66173 -0.124
O 1.09276 -2.88177 -3.69006 -0.759
O -1.02948 -2.14670 -3.60538 -0.596
C 2.04881 -0.21818 -2.97340 -3.845
O 3.12284 -1.09262 -3.26654 -0.552
C 1.88307 -0.12104 -1.44086 4.010
C 3.20689 0.56367 -0.98379 -2.024
C 3.37699 0.92601 0.48152 -0.360
O 4.04131 -0.14126 1.14607 -0.263
C 4.32039 0.17077 2.48816 0.181
C 4.69575 -1.08566 3.26216 -1.232
C 1.84251 -1.55985 -0.82677 -1.299
C 0.74309 -2.00183 0.12999 -0.913
C -0.69605 -2.00950 -0.40629 -0.769
I 0.81832 -1.09632 2.11060 -0.026
C 0.78425 0.85823 -1.08699 -2.009
O -0.48658 0.68747 -1.74069 -0.378
S -0.45816 0.77101 -3.32338 1.558
O -1.79454 0.51536 -3.74993 -0.652
O 0.08589 2.03536 -3.73999 -0.755
H 1.04036 0.60843 -7.55035 0.498
H 0.20309 -0.77026 -8.32183 0.278
H -0.70547 0.55288 -7.60799 0.327
H -0.89568 -0.68270 -5.76118 -0.472
H 0.31048 -1.85089 -6.34153 0.409
H 1.97069 -0.67757 -5.37900 0.390
H 2.35589 0.78276 -3.29985 0.741
H 3.62568 -0.70752 -3.98729 0.487
H 4.04364 -0.06259 -1.28004 0.402
H 3.31088 1.48823 -1.55810 0.688
H 4.04491 1.79788 0.53891 0.455
H 2.46021 1.21053 1.00099 0.122
H 5.11866 0.92010 2.57139 0.334
H 3.42946 0.61243 2.94704 -0.148
H 3.85703 -1.44526 3.85530 0.279
H 5.50602 -0.85827 3.95479 0.342
H 5.00252 -1.89380 2.60262 0.323
H 1.80699 -2.28636 -1.64369 0.615
H 2.79854 -1.73453 -0.33742 0.508
H 0.97277 -3.03504 0.37034 0.726
H -1.13706 -2.99211 -0.24898 0.309
H -1.32216 -1.31650 0.15247 0.345
H -0.76116 -1.76293 -1.45818 0.041
H 1.13743 1.86077 -1.34891 0.535
H 0.57033 0.89044 -0.02407 0.219
C -3.72871 -2.12202 -5.48832 -0.836
C -4.77074 -2.32144 -6.58871 -0.527
C -4.14549 -2.69828 -7.93938 -0.453
C -3.23793 -1.64955 -8.39826 0.310
N -2.53781 -0.81946 -8.75285 -0.459
H -3.05047 -1.29972 -5.71494 0.103
H -4.21175 -1.88577 -4.54120 0.347
H -3.12605 -3.01913 -5.34076 0.300
H -5.35745 -1.40751 -6.70507 0.313
H -5.46528 -3.11294 -6.29720 0.311
H -4.91437 -2.84730 -8.69891 0.310
H -3.58002 -3.62681 -7.84523 0.269
C 2.88343 1.98134 6.97606 -1.129
C 1.44803 2.49518 6.98266 -0.531
C 0.59956 1.89750 5.85642 0.058
C 1.15417 2.23801 4.54597 0.146
N 1.59209 2.51605 3.52670 -0.403
H 3.40080 2.25887 6.05651 0.301
H 3.44570 2.40339 7.80971 0.351
H 2.91015 0.89398 7.06699 0.308
H 1.45252 3.58414 6.89739 0.321
H 0.97686 2.24851 7.93579 0.333
H -0.41772 2.27452 5.90461 -0.195
H 0.55534 0.81254 5.94816 0.360
C -5.00663 1.85849 8.79584 -1.136
C -4.44555 2.78938 7.72710 -0.405
C -3.80739 2.03483 6.55481 -0.367
C -2.68889 1.20603 7.00315 0.258
N -1.81164 0.56249 7.35241 -0.462
H -4.22049 1.25204 9.24728 0.338
H -5.47742 2.43270 9.59373 0.338
H -5.75711 1.18613 8.37641 0.299
H -3.70520 3.45391 8.17629 0.285
H -5.24602 3.42004 7.33728 0.312
H -3.43449 2.73510 5.80618 0.287
H -4.54041 1.38854 6.07011 0.321
```

The calculation puts the HOMO-LUMO gap at 6.698 eV. The value obtained for the HOMO energy is -4.906 eV. The charge is -1. For the total energy, the calculation gives -2459.89341 a.u.


# 4
Below is a structure of composition C26H46N6P2SSc at a distorted geometry, with properties calculated with ωB97M-V/def2-TZVPD.

Geometry as XYZ:
```
82
Properties=species:S:1:pos:R:3:mulliken_charge:R:1
Sc -0.14930 -0.65545 -0.14206 -0.847
C -1.59550 -2.36465 2.08824 -0.949
C -2.68520 -1.47425 1.50344 -0.742
N -2.45170 -1.22005 0.06254 0.016
C -2.78220 -2.38225 -0.79466 -1.294
C -1.58450 -3.23405 -1.16436 0.225
C -1.73840 -4.46265 -1.79966 -1.052
C -0.60520 -5.17475 -2.17426 -0.808
C 0.64610 -4.65925 -1.86836 -1.022
C 0.72210 -3.43935 -1.20926 0.377
C 2.05710 -2.83185 -0.84826 -1.333
N 1.93620 -1.69445 0.08954 0.075
C 2.11580 -2.09105 1.50764 -0.698
C 0.82920 -2.67675 2.08864 -0.837
N -0.28250 -1.72705 1.88264 0.349
N -0.37200 -2.73405 -0.88726 1.984
H -1.59990 -3.33335 1.58244 0.344
H -1.79540 -2.54375 3.14914 0.608
H -2.67880 -0.50725 2.02264 0.335
H -3.66110 -1.94375 1.67774 0.527
H -3.11080 -0.47885 -0.19356 0.299
H -3.22360 -2.01225 -1.72606 0.503
H -3.53710 -3.01895 -0.31946 0.538
H -2.72420 -4.85515 -2.00156 0.615
H -0.69620 -6.12195 -2.68766 0.498
H 1.54370 -5.19505 -2.13276 0.622
H 2.53030 -2.49285 -1.77966 0.491
H 2.70200 -3.61685 -0.43036 0.541
H 2.71140 -1.05955 -0.11186 0.358
H 2.38740 -1.18905 2.06624 0.164
H 2.92990 -2.81685 1.62384 0.539
H 0.97500 -2.90205 3.15264 0.630
H 0.57940 -3.61365 1.58124 0.315
H -0.18220 -0.99105 2.59104 0.236
C -0.27200 3.35525 -0.92366 -1.082
P -1.16590 1.84985 -0.38196 0.937
C -2.11110 2.53735 1.02964 -1.364
C -2.34620 1.72305 -1.78436 0.249
C -3.45920 2.55165 -1.88116 -0.981
C -4.28690 2.49745 -2.99036 -0.921
C -4.02710 1.58825 -4.00376 -0.900
C -2.91610 0.76155 -3.92776 -0.555
C -2.05690 0.82975 -2.83166 0.345
P -0.51070 -0.16165 -2.78966 1.864
C -0.82740 -1.50975 -3.98816 -1.831
C 0.64750 0.85235 -3.78996 -1.322
H -0.98460 4.18365 -0.90586 0.518
H 0.10150 3.23645 -1.94136 0.342
H 0.55590 3.56765 -0.24736 0.354
H -2.57250 3.48865 0.76684 0.556
H -1.39980 2.72695 1.83594 0.120
H -2.87520 1.84605 1.38504 0.439
H -3.68050 3.25755 -1.09726 0.453
H -5.12630 3.17075 -3.07046 0.467
H -4.67930 1.52585 -4.86156 0.469
H -2.72610 0.07205 -4.73616 0.397
H -1.73880 -2.05225 -3.74356 0.437
H 0.00790 -2.21115 -3.96446 0.409
H -0.89780 -1.09825 -4.99636 0.635
H 0.08320 1.41225 -4.53606 0.467
H 1.33860 0.17615 -4.29586 0.513
H 1.22660 1.54185 -3.17666 0.306
C 4.83240 2.71655 2.85504 -1.219
N 3.67520 2.46135 2.01394 0.069
C 3.98210 2.55775 0.60384 -0.936
C 2.48170 2.08265 2.46654 0.695
S 1.37790 1.27905 1.39514 -0.685
N 2.07230 2.30695 3.71684 0.077
C 0.96620 1.58075 4.30404 -1.042
C 2.52490 3.41835 4.53604 -1.235
H 5.69680 2.25365 2.38094 0.410
H 4.70930 2.28165 3.83914 0.394
H 5.03970 3.78245 2.94554 0.375
H 4.48890 3.50405 0.41954 0.410
H 3.07870 2.52715 0.00194 0.194
H 4.64890 1.75175 0.29614 0.340
H 0.96980 0.54385 3.97034 0.241
H 0.00030 2.02875 4.05464 0.279
H 1.08220 1.59585 5.38664 0.481
H 3.04450 4.15785 3.93634 0.390
H 3.16900 3.07185 5.34624 0.385
H 1.64830 3.89275 4.98064 0.444
```

The calculation puts the HOMO-LUMO gap at 8.066 eV. The value obtained for the HOMO energy is -16.499 eV. As for the energy relative to the best compared isomer or geometry (same formula, charge and spin): 10.2 kcal per mole. The charge is +3. For the total energy, the calculation gives -3187.78539 a.u.